Below is one molecule with the formula C5H8O in a non-equilibrium geometry, with properties calculated with ωB97M-V/def2-TZVPD.

Calculated values
Relative energy (zero: lowest compared OMol25 entry of this formula, charge and spin), kcal/mol: 97.8
SMILES: C=C=CCOC
HOMO, eV: -8.64
Kohn-Sham gap, eV: 9.484

Structure (XYZ):
```
14
Properties=species:S:1:pos:R:3:forces:R:3:mulliken_charge:R:1
C 0.742 1.889 -1.399 0.244 0.182 0.012 -0.69
O -0.509 1.248 -1.417 -0.050 -0.042 0.300 -0.33
C -0.451 -0.063 -0.910 0.041 -0.558 -0.250 -0.18
C 0.063 -0.258 0.484 1.524 -1.281 -0.324 -0.04
C -0.388 -1.103 1.352 -1.338 0.081 0.352 0.01
C -0.714 -1.806 2.387 -0.383 -0.271 0.210 -0.87
H 1.507 1.303 -1.936 -0.140 0.034 0.110 0.30
H 0.626 2.848 -1.910 -0.014 -0.119 0.129 0.24
H 1.082 2.056 -0.367 0.023 0.006 -0.213 0.28
H -1.457 -0.485 -0.998 0.130 0.169 -0.110 0.33
H 0.257 -0.652 -1.506 -0.210 -0.067 -0.454 0.26
H -0.351 -2.804 2.566 -0.463 -0.276 -0.134 0.27
H -1.458 -1.322 2.998 0.313 -0.047 0.800 0.23
H 1.052 -0.852 0.655 0.323 2.188 -0.429 0.19
```
Forces are in eV/Å.

***

Below is C14H18BN7O2Sr as an isolated structure in a non-equilibrium geometry, with properties calculated with ωB97M-V/def2-TZVPD.

Calculated values
Relative energy (zero: lowest compared OMol25 entry of this formula, charge and spin), kcal/mol: 0.0
HOMO, eV: -8.66
Kohn-Sham gap, eV: 8.495

Structure (XYZ):
```
43
Properties=species:S:1:pos:R:3:forces:R:3:mulliken_charge:R:1
H 1.130 3.798 -0.325 0.012 -0.129 -0.234 0.40
N 0.603 2.118 -1.531 0.025 1.121 -0.946 -0.44
B 0.147 0.555 -3.534 -0.303 -0.387 0.916 0.11
N 0.529 1.931 -2.905 0.241 0.579 1.494 0.05
C 0.908 3.062 -3.533 -0.010 -0.132 0.928 -0.13
Sr 0.758 0.738 0.563 -0.402 -0.403 -0.846 2.06
H 0.916 3.092 -4.613 0.046 0.107 0.124 0.44
C 1.237 4.016 -2.569 -0.206 -0.240 -0.015 -1.06
H 1.582 5.016 -2.741 0.025 0.159 -0.059 0.38
C 1.014 3.390 -1.327 -0.199 -0.861 -1.531 -0.10
H 0.249 0.592 -4.723 0.058 0.032 -0.113 -0.14
C -2.401 -2.865 1.991 0.568 -0.173 -0.014 -0.85
H -1.945 -2.895 2.986 -0.086 0.057 -0.203 0.27
H -1.665 -2.502 1.260 -0.174 -0.186 0.177 0.07
H -2.722 -3.872 1.718 0.020 0.175 -0.031 0.28
N -1.297 0.136 -3.121 -0.347 0.010 1.213 0.15
N 1.106 -0.511 -2.915 0.565 -0.090 1.350 -0.17
N -1.584 -0.005 -1.777 -0.304 0.049 -0.323 -0.22
N 1.274 -0.588 -1.543 0.665 -0.887 -0.703 -0.01
C -2.373 -0.203 -3.867 -0.228 -0.105 1.001 -0.23
C 1.867 -1.444 -3.518 -0.055 0.107 1.009 -0.16
H -2.334 -0.157 -4.946 -0.032 -0.027 0.128 0.43
H 1.883 -1.509 -4.594 0.015 -0.102 0.039 0.44
C -3.396 -0.577 -2.990 0.516 0.208 -0.153 -0.87
C 2.539 -2.164 -2.531 -0.136 0.133 -0.131 -1.11
C -2.850 -0.429 -1.693 0.606 0.221 -1.271 -0.31
C 2.145 -1.594 -1.309 -0.648 0.589 -1.356 -0.22
H -4.385 -0.905 -3.245 -0.109 -0.028 -0.090 0.38
H 3.215 -2.982 -2.680 0.142 -0.120 -0.043 0.38
H -3.332 -0.618 -0.741 0.218 0.065 -0.133 0.44
H 2.448 -1.848 -0.297 -0.023 0.066 -0.207 0.38
H -3.243 -2.191 1.995 -0.315 0.150 0.044 0.24
O 0.904 0.494 3.080 0.780 0.055 0.087 -0.87
C 2.165 0.533 3.081 0.434 0.108 -0.630 0.99
C 3.071 0.500 4.307 -0.328 -0.039 0.064 -0.59
C 4.470 0.606 3.718 0.348 0.018 0.017 -0.22
C 4.262 0.631 2.194 -0.162 -0.055 -0.472 -0.03
O 5.126 0.643 1.336 -0.692 0.036 0.950 -0.63
N 2.885 0.625 1.931 -0.333 -0.066 0.443 -0.53
H 2.827 1.337 4.971 -0.094 -0.240 -0.077 0.28
H 2.925 -0.437 4.856 -0.145 0.228 -0.053 0.26
H 4.971 1.529 4.036 0.037 -0.257 -0.182 0.22
H 5.099 -0.244 4.000 0.010 0.255 -0.166 0.24
```
Forces are in eV/Å.